[1]
21
Properties=species:S:1:pos:R:3:forces:R:3:mulliken_charge:R:1 method="wB97M-V/def2-TZVPD" charge=+1 smiles="C=C1C[C@@H](C)O[C@@]12C[NH2+]2" e_above_lowest_ev=2.561 max_force_ev_per_a=3.81 e_lumo_ha=-0.1147 total_energy_ha=-403.57607
C 1.102303 2.087609 -0.085909 1.4679 -0.6043 0.5189 -1.238
C 0.249735 1.106145 0.056554 0.4619 -2.9615 -0.4231 0.727
C -1.155655 0.970366 0.605169 -0.6646 -1.1472 -3.5698 -0.646
C -1.537217 -0.541391 0.445579 2.2830 0.6211 1.6307 0.302
C -2.465189 -1.001123 -0.594592 1.2693 -1.6776 0.7981 -1.610
O -0.266257 -1.209098 0.087958 1.8145 -0.2363 -0.2289 -0.487
C 0.755096 -0.354762 -0.140373 -0.8419 1.8978 -0.3899 0.822
C 2.001949 -0.738921 -0.869218 -0.7804 0.1353 -0.8164 -0.711
N 2.115441 -0.550385 0.634320 0.1532 2.7312 -1.5299 -0.270
H 2.221859 1.941938 -0.243433 -1.7742 0.4452 -0.2694 0.247
H 0.727236 2.983881 0.281103 0.0198 2.1097 0.0732 0.370
H -1.194103 1.255663 1.595225 -0.2261 0.7698 2.0629 0.382
H -1.928970 1.457416 -0.008315 0.5122 0.6139 0.3995 0.312
H -1.714145 -0.910647 1.462343 -0.5752 -0.1679 -0.4098 0.337
H -2.056244 -0.974785 -1.555856 0.6234 0.6297 -1.5384 0.401
H -3.388914 -0.610452 -0.540552 -3.1764 2.0023 0.0539 0.499
H -2.663871 -2.036552 -0.431342 0.0927 -1.0179 0.2394 0.422
H 1.969365 -1.758835 -1.292099 0.3424 0.2264 1.0554 0.304
H 2.611048 -0.110905 -1.577237 -0.8887 -0.0878 1.3236 0.237
H 2.101900 -1.372791 1.135233 0.5397 -2.0450 1.7714 0.291
H 2.514636 0.367627 1.035449 -0.6527 -2.2367 -0.7514 0.314

=====

[2]
22
Properties=species:S:1:pos:R:3:forces:R:3:mulliken_charge:R:1 method="wB97M-V/def2-TZVPD" charge=+1 e_above_lowest_ev=6.145 max_force_ev_per_a=4.71 e_lumo_ha="-0.1841 / -0.1842" total_energy_ha=-478.70651
C 2.341158 2.938408 -0.289265 -0.2960 -1.8714 -0.1642 -0.200
C -0.667498 1.199681 -0.975144 0.3888 1.6880 1.0897 -0.653
C 0.853135 1.048853 -0.799502 -0.8487 -3.0770 -0.8014 -0.347
C -1.525249 0.297369 0.020578 4.4295 -1.2460 -0.9938 0.305
C 0.441210 0.191885 1.481154 -1.8040 1.1039 -1.4443 -0.001
C -1.627753 -1.141823 -0.568646 -0.6354 3.6539 0.6202 -1.910
C 1.073210 -1.148072 1.330078 -3.5244 -1.8470 -0.0017 -0.212
N 1.695142 2.007858 -0.656033 0.0705 2.5889 1.3631 0.054
O -0.817753 0.538272 1.300047 1.9876 -0.8592 0.5425 -0.390
O 2.417797 -1.037304 1.357561 0.8692 -0.6011 -0.3282 -0.452
H 2.953250 3.556885 -0.876674 0.5177 1.2912 -0.4585 0.349
H -0.909284 2.282653 -0.728377 0.1377 -1.2487 -0.5155 0.336
H -0.941945 0.976695 -2.000270 -0.1862 0.0319 -0.0999 0.377
H 1.400689 0.226906 -1.331706 -0.8983 0.1847 0.8286 0.337
H -2.392080 0.788010 0.283677 -2.3306 0.4330 -0.0576 0.416
H 0.971302 0.892251 2.171016 -0.3600 -0.4785 -0.5232 0.468
H -0.916890 -1.512171 -1.219728 2.2131 -0.1875 -0.9748 0.529
H -2.427564 -0.913982 -1.195894 -1.7268 -0.0822 -1.4941 0.515
H -1.972325 -1.897366 0.011928 -0.9356 -2.0273 2.3591 0.545
H 0.669357 -1.933581 0.545103 1.0495 2.1315 1.1124 0.275
H 0.532221 -1.590197 2.268566 1.1700 0.1961 -0.5963 0.292
H 2.638691 -0.508499 2.117880 0.7123 0.2229 0.5377 0.367

=====

[3]
22
Properties=species:S:1:pos:R:3:forces:R:3:mulliken_charge:R:1 method="wB97M-V/def2-TZVPD" charge=+1 smiles=CO[C@](C)([NH3+])c1cccs1 e_above_lowest_ev=1.846 max_force_ev_per_a=4.48 e_lumo_ha=-0.1199 total_energy_ha=-801.78400
C 0.674888 2.080459 1.031994 1.1997 3.1258 -2.4870 -0.621
O 1.112179 1.459071 -0.211530 -1.0593 -1.6217 -0.3407 -0.560
C 0.489784 0.098429 -0.545199 0.0571 1.8001 1.3872 1.549
C 1.268392 -1.024228 0.056711 1.9425 1.2209 3.8452 -1.510
N 0.859031 0.092103 -1.989216 -0.7805 -1.4744 -0.2078 -0.116
C -0.993447 0.076259 -0.186571 1.6021 -2.0581 -0.0533 -0.318
C -1.495831 -0.653654 0.886277 0.2949 1.1261 0.0483 -0.454
C -2.873349 -0.538760 0.996683 -1.8368 1.9704 -2.6167 -0.756
C -3.451632 0.157161 -0.052970 2.1369 0.3051 -1.3223 -0.301
S -2.195922 0.680912 -1.198138 -1.2523 0.1287 0.9456 -0.120
H 0.939665 3.242484 0.913434 -0.6238 -2.5415 0.0168 0.245
H 1.333012 1.765524 1.804636 -0.2789 -0.7290 1.1362 0.294
H -0.399276 2.014702 1.036628 -0.2333 -0.2245 1.0118 0.347
H 0.697715 -1.583727 0.820872 0.5183 0.3719 -0.5396 0.172
H 2.118706 -0.423470 0.616959 -1.3905 -1.6190 -0.8333 0.325
H 1.786386 -1.752909 -0.538709 -0.0774 -0.1754 -0.8102 0.501
H -0.007751 0.312786 -2.517490 0.9549 -0.4807 -0.4331 0.354
H 1.368136 -0.834825 -2.172655 -1.4112 1.7037 -0.4417 0.401
H 1.521443 0.845580 -2.029149 0.6016 0.8447 -0.5087 0.336
H -0.978964 -1.097156 1.714455 0.6143 -0.1624 -0.1239 0.367
H -3.558397 -0.734348 1.751702 -0.4616 -1.0881 1.7057 0.417
H -4.405179 0.534943 -0.371727 -0.5165 -0.4225 0.6216 0.450